{
  "formula": "C4H7NO",
  "method": "wB97M-V/def2-TZVPD",
  "elements": ["C", "C", "C", "C", "H", "H", "H", "H", "H", "H", "H", "N", "O"],
  "coordinates": [[1.831, 0.262, -0.685], [0.509, -0.291, -0.375], [-1.547, -0.113, 0.587], [-0.850, 1.050, 1.006], [2.554, -0.488, -0.982], [2.351, 0.912, 0.158], [1.673, 1.069, -1.477], [-2.652, -0.054, 0.163], [-1.048, -1.029, 1.131], [-1.388, 2.082, 0.802], [-0.174, 1.014, 1.842], [-0.540, 0.450, -0.280], [0.351, -1.512, -0.359]],
  "gap_ev": 10.56,
  "smiles": "CC(=O)N1CC1",
  "total_charge": 0,
  "e_homo_ev": -9.601
}

{
  "formula": "C44H121ClN11O15",
  "method": "wB97M-V/def2-TZVPD",
  "elements": ["Cl", "O", "O", "O", "O", "C", "C", "C", "O", "C", "N", "H", "H", "H", "H", "H", "H", "H", "H", "H", "H", "H", "C", "C", "C", "O", "C", "N", "H", "H", "H", "H", "H", "H", "H", "H", "H", "H", "H", "C", "C", "C", "O", "C", "N", "H", "H", "H", "H", "H", "H", "H", "H", "H", "H", "H", "C", "C", "C", "O", "C", "N", "H", "H", "H", "H", "H", "H", "H", "H", "H", "H", "H", "C", "C", "C", "O", "C", "N", "H", "H", "H", "H", "H", "H", "H", "H", "H", "H", "H", "C", "C", "C", "O", "C", "N", "H", "H", "H", "H", "H", "H", "H", "H", "H", "H", "H", "C", "C", "C", "O", "C", "N", "H", "H", "H", "H", "H", "H", "H", "H", "H", "H", "H", "C", "C", "C", "O", "C", "N", "H", "H", "H", "H", "H", "H", "H", "H", "H", "H", "H", "C", "C", "C", "O", "C", "N", "H", "H", "H", "H", "H", "H", "H", "H", "H", "H", "H", "C", "C", "C", "O", "C", "N", "H", "H", "H", "H", "H", "H", "H", "H", "H", "H", "H", "C", "C", "C", "O", "C", "N", "H", "H", "H", "H", "H", "H", "H", "H", "H", "H", "H"],
  "coordinates": [[-17.609, -0.278, -14.991], [-17.715, 0.952, -15.756], [-16.709, -1.186, -15.656], [-17.183, 0.015, -13.647], [-18.942, -0.850, -14.922], [-18.196, -5.002, -13.220], [-19.536, -4.825, -12.476], [-19.408, -4.963, -10.967], [-20.603, -4.555, -10.337], [-20.431, -4.613, -8.947], [-20.194, -3.569, -12.940], [-17.541, -4.125, -13.169], [-18.387, -5.036, -14.296], [-17.630, -5.887, -12.917], [-20.233, -5.602, -12.813], [-18.599, -4.286, -10.648], [-19.112, -5.947, -10.583], [-20.279, -5.640, -8.594], [-21.343, -4.248, -8.468], [-19.653, -3.928, -8.594], [-20.258, -3.829, -13.931], [-19.425, -2.903, -13.048], [-16.506, -1.085, -10.689], [-16.086, -1.553, -9.297], [-14.926, -0.717, -8.726], [-14.559, -1.184, -7.448], [-13.390, -0.518, -7.010], [-17.250, -1.318, -8.418], [-15.699, -1.303, -11.398], [-16.606, 0.002, -10.640], [-17.365, -1.547, -11.164], [-15.888, -2.625, -9.295], [-15.235, 0.335, -8.691], [-14.086, -0.747, -9.435], [-13.190, -0.753, -5.967], [-13.363, 0.557, -7.206], [-12.541, -0.910, -7.586], [-16.972, -1.619, -7.486], [-17.424, -0.323, -8.317], [-17.108, -3.274, -23.341], [-16.922, -1.974, -22.532], [-17.580, -2.132, -21.164], [-17.281, -1.021, -20.385], [-17.960, -1.027, -19.139], [-15.481, -1.656, -22.428], [-18.179, -3.412, -23.506], [-16.604, -4.082, -22.807], [-16.650, -3.162, -24.325], [-17.373, -1.229, -23.193], [-17.324, -3.091, -20.692], [-18.662, -2.219, -21.357], [-19.019, -0.833, -19.345], [-17.672, -0.232, -18.456], [-17.842, -1.977, -18.609], [-15.048, -2.569, -22.289], [-15.111, -1.433, -23.349], [-21.200, -5.576, -15.618], [-20.367, -4.760, -16.609], [-21.229, -4.453, -17.857], [-20.498, -3.606, -18.727], [-21.234, -3.380, -19.910], [-20.007, -3.548, -15.885], [-21.867, -4.901, -15.080], [-20.564, -6.032, -14.856], [-21.764, -6.435, -15.995], [-19.465, -5.271, -16.943], [-22.146, -3.941, -17.536], [-21.490, -5.382, -18.376], [-22.075, -2.698, -19.741], [-21.672, -4.297, -20.320], [-20.574, -2.951, -20.662], [-20.639, -2.751, -16.106], [-19.182, -3.114, -16.303], [-20.220, 4.017, -16.544], [-19.293, 4.609, -15.482], [-19.815, 5.905, -14.867], [-19.000, 6.279, -13.777], [-19.144, 7.662, -13.489], [-19.074, 3.530, -14.488], [-20.008, 3.046, -16.990], [-20.292, 4.677, -17.423], [-21.235, 3.960, -16.137], [-18.343, 4.925, -15.914], [-20.870, 5.849, -14.562], [-19.784, 6.673, -15.654], [-18.436, 7.900, -12.697], [-20.156, 7.873, -13.130], [-18.942, 8.285, -14.365], [-19.940, 3.003, -14.360], [-18.599, 2.796, -15.014], [-24.863, -0.929, -14.378], [-23.470, -1.373, -14.781], [-23.089, -0.709, -16.112], [-21.799, -1.225, -16.526], [-21.182, -0.287, -17.369], [-22.551, -0.956, -13.687], [-25.539, -1.141, -15.220], [-24.944, 0.164, -14.404], [-25.297, -1.354, -13.479], [-23.412, -2.452, -14.946], [-22.990, 0.367, -15.947], [-23.807, -0.958, -16.901], [-21.552, -0.275, -18.399], [-20.116, -0.530, -17.409], [-21.130, 0.730, -16.964], [-21.641, -1.022, -14.151], [-22.690, 0.059, -13.741], [-13.806, 1.051, -17.101], [-14.056, 0.375, -18.464], [-14.172, -1.143, -18.337], [-14.350, -1.667, -19.647], [-14.344, -3.064, -19.612], [-15.315, 0.874, -19.013], [-14.674, 0.843, -16.469], [-13.615, 2.118, -17.209], [-12.957, 0.596, -16.578], [-13.149, 0.640, -19.011], [-15.011, -1.454, -17.700], [-13.276, -1.565, -17.863], [-14.095, -3.467, -20.594], [-15.317, -3.422, -19.249], [-13.604, -3.526, -18.942], [-15.230, 1.890, -18.964], [-16.008, 0.733, -18.279], [-9.775, -4.334, -15.334], [-11.053, -4.471, -14.468], [-12.293, -3.803, -15.038], [-12.097, -2.380, -15.013], [-13.131, -1.742, -14.245], [-11.326, -5.918, -14.365], [-9.060, -5.016, -14.881], [-9.431, -3.298, -15.320], [-10.002, -4.628, -16.359], [-10.813, -4.057, -13.487], [-13.247, -4.020, -14.556], [-12.439, -4.115, -16.080], [-14.091, -1.755, -14.762], [-12.789, -0.713, -14.130], [-13.118, -2.177, -13.244], [-10.610, -6.414, -13.851], [-11.351, -6.361, -15.276], [-24.243, 1.319, -9.772], [-23.442, 0.485, -10.783], [-21.947, 0.614, -10.572], [-21.181, -0.324, -11.297], [-19.809, 0.017, -11.392], [-23.789, -0.962, -10.600], [-23.856, 1.210, -8.754], [-25.316, 1.139, -9.727], [-24.086, 2.379, -10.005], [-23.699, 0.750, -11.808], [-21.682, 0.488, -9.511], [-21.604, 1.580, -10.971], [-19.471, -0.526, -12.271], [-19.243, -0.305, -10.512], [-19.647, 1.089, -11.550], [-24.812, -1.007, -10.623], [-23.706, -1.070, -9.583], [-18.644, -8.097, -16.047], [-17.171, -8.053, -16.436], [-16.522, -6.716, -16.079], [-17.003, -5.628, -16.815], [-16.332, -4.428, -16.459], [-16.471, -9.127, -15.663], [-19.126, -9.071, -16.097], [-19.198, -7.353, -16.624], [-18.721, -7.738, -15.017], [-17.054, -8.259, -17.503], [-15.439, -6.851, -16.241], [-16.552, -6.548, -14.992], [-16.640, -4.098, -15.463], [-16.583, -3.603, -17.124], [-15.241, -4.510, -16.467], [-15.731, -8.615, -15.184], [-15.943, -9.738, -16.277], [-14.455, 2.253, -12.668], [-15.468, 3.380, -12.750], [-15.541, 3.946, -14.166], [-16.535, 4.966, -14.168], [-16.162, 6.048, -14.987], [-16.813, 2.901, -12.312], [-13.443, 2.584, -12.950], [-14.646, 1.525, -13.464], [-14.296, 1.773, -11.703], [-15.169, 4.111, -11.994], [-15.786, 3.121, -14.845], [-14.540, 4.317, -14.411], [-16.965, 6.767, -15.156], [-15.715, 5.877, -15.972], [-15.452, 6.659, -14.410], [-16.652, 2.552, -11.365], [-16.930, 2.003, -12.789]],
  "gap_ev": 8.27,
  "total_charge": -1,
  "e_homo_ev": -6.032
}

{
  "formula": "C34H25ClFeN10",
  "method": "wB97M-V/def2-TZVPD",
  "elements": ["Fe", "C", "C", "N", "C", "C", "N", "C", "C", "C", "C", "C", "N", "C", "C", "N", "C", "C", "N", "C", "C", "C", "N", "C", "C", "H", "H", "H", "H", "H", "H", "H", "H", "H", "H", "H", "H", "C", "C", "C", "C", "C", "C", "N", "N", "C", "C", "C", "C", "C", "N", "H", "H", "H", "H", "H", "H", "H", "H", "H", "Cl", "C", "C", "C", "C", "N", "C", "H", "H", "H", "H"],
  "coordinates": [[-0.081, 0.033, -0.137], [0.817, 4.191, -1.254], [1.010, 2.849, -0.941], [0.093, 2.150, -0.278], [-1.041, 2.801, 0.054], [-1.223, 4.133, -0.281], [-0.297, 4.830, -0.929], [-2.001, 1.995, 0.820], [-3.108, 2.471, 1.500], [-3.774, 1.617, 2.381], [-3.234, 0.350, 2.618], [-2.120, -0.043, 1.903], [-1.613, 0.721, 0.929], [-1.227, -1.155, 2.245], [-1.541, -2.200, 3.099], [-0.632, -3.089, 3.480], [0.602, -2.929, 3.023], [0.930, -1.908, 2.136], [0.015, -1.029, 1.733], [-4.961, 2.078, 3.136], [-6.033, 1.222, 3.341], [-7.138, 1.669, 4.094], [-7.139, 2.908, 4.533], [-6.169, 3.777, 4.352], [-5.015, 3.363, 3.656], [1.581, 4.750, -1.781], [1.909, 2.340, -1.255], [-2.138, 4.658, -0.036], [-3.437, 3.491, 1.361], [-3.620, -0.276, 3.411], [-2.546, -2.338, 3.478], [1.355, -3.630, 3.360], [1.934, -1.805, 1.747], [-6.020, 0.200, 2.978], [-7.952, 1.023, 4.396], [-6.331, 4.795, 4.680], [-4.209, 4.074, 3.508], [-4.278, -3.738, -0.372], [-3.127, -4.506, -0.218], [-1.880, -3.917, -0.313], [-1.796, -2.544, -0.547], [-2.944, -1.766, -0.686], [-4.186, -2.371, -0.611], [-0.528, -1.898, -0.638], [0.416, -2.630, -0.981], [1.662, -1.984, -1.003], [2.776, -2.720, -1.344], [4.013, -2.082, -1.334], [4.071, -0.748, -0.966], [2.897, -0.083, -0.643], [1.700, -0.678, -0.681], [-5.249, -4.211, -0.315], [-3.205, -5.568, -0.032], [-0.980, -4.505, -0.201], [-2.859, -0.710, -0.903], [-5.083, -1.785, -0.762], [2.661, -3.765, -1.600], [4.912, -2.622, -1.598], [5.012, -0.217, -0.923], [2.921, 0.949, -0.324], [-3.379, 2.627, -3.951], [-2.091, 1.527, -3.706], [-1.410, 0.951, -4.771], [-0.391, 0.062, -4.476], [-0.079, -0.208, -3.157], [-0.724, 0.358, -2.124], [-1.723, 1.206, -2.415], [-1.678, 1.191, -5.792], [0.165, -0.424, -5.265], [0.718, -0.898, -2.930], [-2.280, 1.635, -1.596]],
  "gap_ev": [5.05, 5.19],
  "s_squared": 0.786,
  "total_charge": 3,
  "multiplicity": 2,
  "e_homo_ev": [-15.552, -15.552]
}

{
  "formula": "C4H11N2O",
  "method": "wB97M-V/def2-TZVPD",
  "elements": ["N", "C", "C", "N", "C", "C", "O", "H", "H", "H", "H", "H", "H", "H", "H", "H", "H", "H"],
  "coordinates": [[-0.509, -1.814, 1.842], [-0.296, -1.339, 0.422], [-0.051, 0.161, 0.534], [0.211, 0.854, -0.571], [0.463, 0.240, -1.851], [0.290, 2.327, -0.480], [-0.150, 0.643, 1.656], [-1.365, -1.419, 2.227], [0.287, -1.534, 2.415], [-0.595, -2.831, 1.908], [-1.205, -1.546, -0.128], [0.493, -1.942, -0.003], [0.482, -0.852, -1.847], [-0.297, 0.529, -2.579], [1.426, 0.549, -2.259], [0.482, 2.711, -1.471], [-0.679, 2.679, -0.112], [1.012, 2.583, 0.297]],
  "gap_ev": 9.84,
  "smiles": "CN(C)C(=O)C[NH3+]",
  "total_charge": 1,
  "e_homo_ev": -13.459
}

{
  "formula": "C19H20ClFN2O4S",
  "method": "wB97M-V/def2-TZVPD",
  "elements": ["O", "C", "N", "H", "C", "H", "H", "C", "H", "C", "H", "H", "C", "H", "C", "H", "O", "H", "H", "C", "C", "C", "C", "C", "C", "H", "H", "C", "N", "S", "O", "O", "C", "C", "C", "C", "C", "C", "H", "Cl", "F", "H", "H", "H", "H", "H", "H", "H"],
  "coordinates": [[1.026, 2.328, -1.635], [0.982, 1.023, -1.467], [2.073, 0.352, -0.931], [2.161, -0.595, -0.807], [3.401, 0.995, -0.639], [3.272, 2.262, -0.713], [4.353, 0.982, -1.040], [3.510, 0.745, 1.076], [2.592, 1.080, 1.560], [4.652, 1.547, 1.652], [4.406, 2.419, 2.513], [5.473, 1.810, 1.031], [5.355, 0.355, 2.343], [6.363, 0.578, 2.712], [4.964, -0.914, 1.717], [4.949, -1.569, 2.326], [3.588, -0.475, 1.135], [5.626, -0.847, 0.845], [4.779, 0.315, 3.612], [-0.065, 0.302, -1.629], [-0.964, 0.592, -2.572], [-2.135, 0.139, -2.647], [-2.468, -1.174, -1.981], [-1.453, -1.536, -1.168], [-0.264, -1.274, -0.888], [0.344, -1.443, -0.323], [-1.628, -2.623, -0.904], [-3.839, -1.949, -2.075], [-4.790, -0.967, -1.661], [-5.053, -1.030, -0.035], [-6.130, -0.300, 0.397], [-4.980, -2.576, 0.401], [-3.550, -0.338, 0.705], [-2.701, -1.074, 1.440], [-1.534, -0.504, 1.997], [-1.270, 0.742, 1.826], [-1.960, 1.307, 0.729], [-3.205, 1.180, 0.310], [-3.771, 1.497, -0.356], [-1.382, 3.134, 0.380], [-0.138, 1.399, 2.010], [-0.875, -0.803, 2.870], [-2.985, -2.002, 1.831], [-4.891, -0.120, -2.165], [-3.695, -2.894, -1.609], [-4.171, -2.113, -3.365], [-3.017, 0.401, -3.576], [-0.955, 1.638, -3.231]],
  "gap_ev": 7.30,
  "total_charge": 0,
  "e_homo_ev": -8.396
}

E_tot
In order: -7796.615, -107202.770, -97448.782, -9347.749, -57253.417
Unit: eV